Entry 1:
Formula: C32H44F9I2N2O3S
Source: the Open Molecules 2025 dataset
Level of theory: wB97M-V/def2-TZVPD

Results
Electronic energy (Ha): -3472.066288
Highest occupied orbital energy (eV): -11.23
HOMO-LUMO gap (eV): 7.44
Total charge: +1

Each line ends with the Löwdin charge.
Element x y z (Å)
H  -2.602  -4.388  -2.463  0.108
F  4.003  5.923  -3.532  0.060
C  2.460  1.545  3.142  -0.125
C  5.195  -1.405  -0.005  0.000
F  0.766  4.235  -2.406  0.022
O  0.271  -0.355  -4.231  -0.322
C  6.259  -3.196  1.953  -0.020
H  7.227  -2.721  -0.278  0.106
H  3.200  1.929  2.320  0.074
C  3.869  -0.971  0.916  -0.100
H  -5.993  0.583  2.367  0.120
H  -5.881  -0.767  -1.459  0.101
C  2.039  4.195  -3.191  -0.073
H  1.313  4.431  0.085  0.089
F  1.743  1.819  -5.319  0.039
C  -3.148  -3.844  -1.581  -0.206
H  -4.817  -1.108  1.105  0.070
C  -6.834  1.413  0.374  -0.233
C  2.167  1.509  -3.898  -0.231
H  -5.938  1.526  -0.378  0.080
H  1.072  -0.248  3.371  0.127
H  -6.619  -3.663  -1.509  0.114
C  -5.975  -1.167  0.885  -0.241
H  -7.515  -1.587  -0.777  0.130
H  1.974  2.515  3.639  0.099
I  -2.877  1.058  -0.299  0.854
H  8.839  -2.199  6.467  0.082
F  1.925  6.636  -2.619  0.031
H  -7.738  -0.062  1.876  0.126
C  7.839  -1.881  6.159  -0.071
C  -6.669  0.200  1.465  -0.172
H  5.321  -0.927  -1.087  0.101
H  0.632  -2.373  -0.615  0.133
H  3.347  0.906  0.393  0.172
N  6.166  -4.091  5.939  0.089
H  -6.386  -2.061  1.540  0.117
H  1.958  2.611  0.430  0.053
H  7.910  -1.370  5.195  0.073
C  2.918  5.495  -2.608  -0.133
C  6.925  -3.089  6.039  -0.198
H  1.086  -2.400  -2.468  0.140
C  -5.735  -3.045  -1.009  -0.194
H  -4.869  -3.560  -3.057  0.118
C  -6.327  -1.518  -0.677  -0.198
C  -0.713  1.511  0.017  -0.610
H  -8.760  3.347  0.359  0.102
C  0.293  0.239  -0.096  -0.196
F  1.651  4.639  -4.583  0.053
H  2.966  -1.462  3.194  0.083
O  -0.566  1.685  -3.147  -0.324
C  1.114  3.386  0.626  -0.143
H  7.092  -3.972  2.227  0.103
C  0.430  -1.848  -1.668  -0.160
C  4.991  -2.764  2.913  -0.020
I  -2.071  4.410  0.405  0.752
H  -7.958  3.340  -1.370  0.100
C  3.820  -1.678  2.420  0.032
H  -0.453  -0.641  0.231  0.126
H  3.012  0.969  3.998  0.085
F  3.329  5.341  -1.196  0.045
C  -1.999  -2.886  -0.844  -0.207
F  3.282  0.506  -4.103  -0.001
F  4.143  3.019  -3.866  0.039
H  -1.227  -2.712  -2.990  0.128
H  -1.278  -3.500  -0.151  0.109
F  3.291  2.461  -1.731  0.008
H  -6.872  2.432  0.989  0.122
H  2.642  -1.679  -1.105  0.158
O  -8.108  1.347  -0.386  -0.260
N  2.786  0.002  0.405  -0.074
H  -4.150  -1.911  -2.365  0.100
H  3.356  -0.087  -1.631  0.120
H  -1.625  -1.007  -2.217  0.079
C  6.351  -2.466  0.471  -0.032
C  2.837  2.775  -3.137  -0.087
C  1.224  0.625  2.572  -0.166
C  2.466  -0.507  -1.006  -0.098
C  -4.467  -3.004  -2.087  -0.197
S  0.672  0.705  -3.120  0.921
H  1.310  -1.183  1.313  0.166
C  -1.150  -2.077  -2.001  -0.204
H  1.169  3.645  1.790  0.094
C  -8.619  2.710  -0.629  -0.135
H  -2.605  -2.107  -0.182  0.071
H  -9.680  2.605  -1.143  0.108
H  0.234  1.277  2.645  0.131
C  0.907  -0.248  -1.558  -0.305
H  7.442  -1.185  6.903  0.079
H  -3.531  -4.587  -0.733  0.115
H  -5.452  -3.613  -0.017  0.103
H  4.938  -3.290  3.976  0.067
C  -0.410  2.922  0.320  -0.693
C  1.445  -0.018  1.094  -0.196

Cartesian forces, eV/Å:
H -1.254 0.790 1.739
F -3.688 -1.919 3.817
C -0.655 0.651 0.676
C -0.151 -1.050 2.213
F 4.345 -0.762 -2.436
O 3.009 3.073 4.481
C -3.337 3.542 -1.942
H -2.100 0.674 1.716
H -1.286 -0.829 1.626
C 4.496 -4.525 3.241
H -1.575 -0.682 -1.949
H -0.998 -1.299 1.624
C -2.516 2.908 -0.581
H -0.289 -2.563 1.046
F 1.370 -0.557 5.450
C 0.272 0.335 1.210
H -2.174 -0.192 -0.751
C -0.059 1.111 0.881
C 2.979 -0.835 -3.627
H -1.552 -0.461 1.352
H 0.280 1.783 -2.032
H 1.991 1.258 1.071
C -0.319 0.020 0.305
H 2.669 0.509 0.147
H 1.229 -2.159 -1.103
I 1.920 -0.194 0.189
H -0.219 -0.059 -0.048
F 3.559 -3.945 0.148
H 2.062 0.676 -0.817
C -0.728 -0.993 -0.057
C 0.090 -0.065 -0.267
H -0.277 -1.158 2.615
H -0.117 1.512 -2.131
H -1.530 -0.833 -0.157
N 6.008 8.038 0.696
H 0.886 1.744 -1.333
H -1.819 1.321 -0.034
H -0.087 -0.175 0.104
C -0.598 3.385 0.040
C -4.950 -6.559 -0.638
H -1.151 1.239 1.464
C -0.366 0.403 -0.616
H 1.006 1.427 1.903
C -0.209 -1.302 0.649
C 0.734 3.897 0.564
H 0.391 -1.485 -1.813
C -2.470 -0.344 1.378
F 1.591 -2.149 4.656
H 1.830 -0.407 -1.822
O 5.630 -2.404 1.579
C -0.938 1.709 1.129
H -1.984 1.686 -0.313
C -0.833 -0.736 -0.670
C 0.802 0.978 -3.486
I 2.093 -1.086 0.048
H -0.971 -1.351 1.426
C 2.693 -0.893 -2.266
H 1.491 2.020 -1.138
H -0.798 1.167 -1.867
F -0.958 0.344 -5.087
C -0.818 0.645 -0.493
F -3.537 2.940 1.168
F -4.287 -0.580 2.356
H 0.225 1.451 1.900
H -1.391 0.996 -1.374
F -1.952 0.707 -4.193
H 0.216 -2.094 -1.152
H -0.406 2.666 0.916
O 1.124 1.846 0.927
N 1.600 -0.986 -0.293
H -0.731 -2.005 0.522
H -1.973 -0.531 0.680
H 0.816 -2.425 0.406
C -3.424 0.878 2.576
C 3.546 0.619 -0.756
C -0.012 0.584 1.081
C 1.775 -0.675 -3.310
C -0.140 -1.015 -0.248
S -9.031 -1.948 -6.038
H 0.493 2.431 -0.748
C -0.291 0.278 -0.440
H -0.139 -0.559 -2.502
C -0.960 0.563 -0.573
H 1.432 -1.578 -1.189
H 2.261 0.035 1.144
H 2.090 -1.514 -0.685
C 2.258 -2.211 4.559
H -0.016 -0.207 -0.101
H 0.955 1.241 -2.095
H -0.415 1.233 -1.922
H -0.084 1.406 -2.463
C 0.497 -4.344 -0.824
C -2.152 -2.079 0.958


Entry 2:
Formula: C32H44MnN4P2Si
Source: the Open Molecules 2025 dataset
Level of theory: wB97M-V/def2-TZVPD

Results
Electronic energy (Ha): -3587.734611
Highest occupied orbital energy (alpha / beta) (eV): -5.95 / -8.34
HOMO-LUMO gap (alpha / beta) (eV): 6.13 / 7.82
Spin multiplicity: 6
ΔE to the lowest compared entry with this formula, charge and spin (kcal/mol): 13.62

Each line ends with the Löwdin spin population.
Element x y z (Å)
N  -3.624  -0.887  -3.149  0.000
C  1.840  -1.845  2.745  -0.009
C  0.033  -0.407  5.819  0.102
C  -0.939  -0.928  -3.753  0.000
H  -2.316  0.531  0.328  0.002
C  2.249  -2.132  -5.182  0.000
H  -2.591  0.371  7.462  0.000
C  -0.184  -1.693  8.630  0.003
Si  -0.135  -0.100  7.635  0.019
C  3.238  0.728  -4.357  0.000
C  2.662  -4.263  -4.501  0.000
P  1.654  -0.987  -2.629  0.002
C  -1.466  0.409  2.232  0.072
H  2.254  0.315  7.996  0.000
H  -1.416  -0.676  -4.725  0.000
N  2.954  0.125  -3.131  0.000
H  -2.198  -0.373  2.472  0.017
H  0.309  0.821  -3.315  0.000
H  2.838  -3.622  -6.665  0.000
C  1.079  -0.027  0.795  0.115
H  1.861  -2.384  1.791  0.026
H  2.053  -1.215  -5.723  0.000
H  1.295  0.854  9.420  0.000
H  -0.556  -0.692  -0.507  0.002
H  -4.058  0.777  -4.455  0.000
H  1.395  1.865  7.949  0.000
N  2.100  -2.206  -3.794  0.000
H  2.240  -3.744  -2.329  0.000
H  -2.210  1.913  -0.907  0.001
H  1.561  -2.498  3.577  0.015
H  -5.710  -3.245  -4.235  0.000
C  -0.189  0.229  0.007  0.039
C  -4.192  -2.170  -3.032  0.000
H  2.904  -5.313  -4.502  0.000
H  5.818  1.617  -2.477  0.000
H  3.942  0.050  -1.233  0.000
N  -2.247  1.343  -2.957  0.000
C  4.915  1.217  -2.905  0.000
C  -2.002  3.528  -2.414  0.000
H  -0.312  -1.513  9.712  0.000
H  -5.775  -0.915  -5.682  0.000
H  -1.327  1.919  0.736  0.001
C  2.343  -3.516  -3.381  0.000
H  -3.860  -2.827  -2.243  0.000
H  -1.889  4.410  -1.805  0.000
C  1.576  0.954  1.715  0.281
C  0.927  2.285  1.870  0.054
C  1.341  0.835  8.319  0.003
H  -1.649  1.899  7.424  0.000
H  4.936  1.938  -5.044  0.000
C  3.986  0.426  -2.245  0.000
H  0.799  -0.128  -4.750  0.000
H  0.065  0.948  -0.787  0.008
H  1.719  -0.847  0.438  0.014
C  0.232  -0.704  4.624  0.005
C  -2.146  2.068  -4.150  0.000
C  4.451  1.401  -4.244  0.000
H  1.695  3.048  2.057  0.008
C  -4.274  -0.251  -4.219  0.000
Mn  0.358  -0.621  2.663  4.112
P  -2.111  -0.443  -2.411  0.001
C  -1.717  0.897  7.886  0.002
H  -2.206  1.581  -5.122  0.000
H  0.764  -2.229  8.469  0.000
H  0.455  2.599  4.013  0.001
C  -5.171  -1.133  -4.806  0.000
H  -2.028  4.247  -4.531  0.000
H  0.393  2.582  0.960  0.005
C  2.617  -3.389  -5.638  0.000
H  2.543  0.672  -5.196  0.000
C  -5.125  -2.352  -4.038  0.000
H  -0.996  -2.340  8.281  0.000
C  -1.041  1.302  3.232  0.015
H  -1.834  1.005  8.977  0.000
H  2.601  0.877  2.118  0.018
C  -2.147  2.258  -1.917  0.001
C  -1.367  0.824  0.791  0.022
C  -0.095  2.432  3.065  0.028
H  -0.804  -2.027  -3.673  0.000
H  -1.533  1.233  4.209  0.001
C  -2.047  3.427  -3.835  0.000
H  2.742  -1.281  2.972  0.005
C  0.426  -0.202  -3.711  0.001
H  -0.677  3.364  2.918  0.003

Cartesian forces, eV/Å:
N -1.137 -0.634 -0.565
C 0.196 -1.980 -0.106
C 0.633 -0.892 -1.318
C 0.078 -0.093 -0.395
H 0.214 -0.090 0.007
C 0.113 -1.066 0.446
H 0.321 0.227 0.270
C -0.077 -0.164 -0.183
Si -0.177 0.137 -0.055
C 0.529 0.364 0.425
C -0.103 0.521 0.409
P 1.626 0.581 -2.501
C -0.875 2.311 1.274
H -0.140 0.149 0.222
H 0.098 -0.450 0.605
N 0.110 0.299 0.941
H 0.200 0.424 0.181
H -0.068 -0.135 -0.320
H -0.039 -0.133 -0.034
C 0.600 1.030 0.692
H 0.577 -0.220 0.346
H 0.252 -0.444 0.087
H 0.078 -0.009 -0.352
H 0.684 0.559 0.664
H -0.077 -0.212 -0.016
H 0.012 -0.142 0.088
N -0.375 -1.012 0.161
H 0.136 -0.193 -0.168
H -0.057 0.174 -0.126
H 0.566 -0.237 -0.268
H 0.183 0.224 0.223
C -0.037 -0.222 -0.733
C -0.066 0.486 -0.755
H 0.014 0.009 -0.022
H 0.052 -0.013 0.024
H 0.104 0.080 -0.083
N 0.647 -0.604 1.228
C -0.700 -0.566 0.157
C -0.260 -0.477 -0.032
H 0.064 0.001 -0.444
H 0.051 -0.069 0.370
H -0.144 -0.400 0.142
C 0.088 0.298 -1.218
H -0.024 -0.069 -0.059
H -0.095 0.086 -0.130
C 0.862 -0.026 -1.809
C -0.687 1.097 0.629
C 0.065 0.103 -0.212
H -0.028 -0.426 0.245
H -0.039 0.038 0.102
C 0.188 0.536 -0.999
H -0.208 0.052 0.815
H -0.070 -0.107 -0.208
H -0.273 0.666 0.206
C -0.602 1.335 2.918
C 0.007 0.522 0.411
C -1.063 -0.736 0.338
H -0.129 -0.175 -0.173
C -0.220 -1.062 -0.281
Mn -0.300 -0.978 1.515
P -1.125 2.321 -2.253
C 0.119 -0.060 0.047
H 0.086 0.193 0.387
H -0.251 0.086 0.122
H -0.263 -0.323 -0.428
C 0.828 0.307 0.971
H 0.094 -0.046 -0.151
H 0.431 0.009 0.097
C -0.359 0.821 0.969
H 0.545 0.106 0.454
C 0.557 0.506 0.198
H 0.111 0.014 0.128
C -1.749 -1.624 -0.862
H -0.244 0.122 -0.352
H -0.690 -0.252 -0.244
C 0.005 0.215 -0.712
C 0.141 0.000 -0.166
C 0.673 0.566 -0.413
H -0.116 0.417 -0.278
H 0.587 -0.316 -0.308
C 0.128 -1.446 0.162
H 0.092 -0.114 -0.106
C -0.979 0.523 0.138
H 0.092 -0.296 0.024